#A
C4H15N3O | ωB97M-V with the def2-TZVPD basis set

Output
Net charge: +1
LUMO (alpha / beta) in eV: -2.77 / -8.51
Spin multiplicity: 2

```
23
Properties=species:S:1:pos:R:3:lowdin_charge:R:1
C -1.4240 0.8412 0.7875 -0.136
N -0.8164 0.5646 -0.4997 0.079
C 0.3385 1.3870 -0.8590 -0.175
C 0.9500 0.7805 -2.1501 -0.222
N 1.7681 -0.3960 -1.7931 0.008
C -2.0591 -0.5231 1.2311 -0.239
N -1.1657 -1.4297 1.9250 0.110
H -2.3067 1.5584 0.8324 0.175
H -0.8032 1.2866 1.5673 0.146
H -0.3738 -0.3973 -0.3657 0.153
H 1.1203 1.3822 -0.0790 0.144
H -0.0379 2.4168 -0.8439 0.137
H 0.1473 0.6876 -2.8629 0.114
H 1.6949 1.5521 -2.4371 0.136
H 1.3685 -1.3294 -1.8520 0.085
H 2.4498 -0.3233 -2.5299 0.080
H -2.6304 -0.9599 0.3977 0.132
H -2.8530 -0.2874 1.9384 0.119
H -1.1848 -1.1482 2.8994 0.108
H -0.2081 -1.3930 1.5880 0.043
H 1.9434 -2.1777 1.2064 0.058
H 2.1200 -0.8632 0.5082 0.002
O 1.9622 -1.2288 1.3910 -0.058
```

***

#B
C4H15N3O | ωB97M-V with the def2-TZVPD basis set

Output
Net charge: +1
LUMO (alpha / beta) in eV: -8.67 / -8.84
Spin multiplicity: 2

```
23
Properties=species:S:1:pos:R:3:lowdin_charge:R:1
C 0.5003 0.2803 1.1378 -0.233
C 0.1664 1.2353 0.0616 -0.245
C -1.2322 1.7960 0.1968 -0.046
N -2.3229 -0.5084 -0.0573 0.106
N 1.4843 -0.6966 0.7265 0.058
C 0.8837 -1.8646 0.0206 -0.209
N -0.2459 -1.7772 -0.9168 0.199
H -0.4095 -0.2101 1.5126 0.121
H 0.8986 0.8917 1.9609 0.165
H 0.2302 0.6436 -0.9106 0.127
H 0.9688 1.9977 0.0019 0.134
H -1.4143 2.3380 -0.7055 0.092
H -1.4363 2.4245 1.0503 0.105
H -2.4610 -0.9408 0.8544 0.071
H -1.9014 0.9544 0.0788 -0.006
H -3.0364 -0.8359 -0.7409 0.095
H 1.7486 -2.3122 -0.4862 0.138
H 0.5289 -2.4769 0.8500 0.137
H 0.0313 -1.9276 -1.9120 0.144
H -1.1475 -1.2361 -0.5806 0.010
H 3.3753 1.4649 -1.1449 -0.006
H 2.1354 -0.1515 0.0538 0.074
O 2.6558 0.9115 -1.0511 -0.030
```

***

#C
C4H15N3O | ωB97M-V with the def2-TZVPD basis set

Output
Net charge: +1
LUMO (alpha / beta) in eV: -3.73 / -3.74
Spin multiplicity: 2

```
23
Properties=species:S:1:pos:R:3:lowdin_charge:R:1
C 0.8421 -2.0257 -1.4733 -0.187
C 0.8628 -1.0265 -0.3393 -0.177
C -0.4785 -0.2204 -0.3944 -0.241
N -2.2240 1.5549 2.2365 0.050
C -1.4679 0.5941 1.6250 -0.275
N -0.6548 0.8491 0.5304 -0.053
N 1.9116 -3.0816 -1.3925 0.213
H 0.9186 -1.4486 -2.4152 0.144
H -0.1572 -2.4143 -1.6603 0.138
H 0.7478 -1.6580 0.5777 0.121
H 1.7108 -0.4001 -0.0627 0.119
H -0.5288 0.0771 -1.4591 0.125
H -1.2698 -0.9562 -0.2350 0.111
H -2.8393 1.2946 2.9841 0.084
H -2.2660 2.5096 1.9277 0.084
H -1.5381 -0.4376 1.9375 0.091
H -0.5241 1.8067 0.2254 0.077
H 2.8202 -2.6610 -1.5620 0.177
H 1.5947 -3.7826 -2.0619 0.175
H 1.9550 -3.5269 -0.4815 0.170
H 0.7952 4.0629 -0.3339 0.070
H 1.3412 2.6281 0.0636 0.043
O 0.6762 3.1045 -0.4379 -0.058
```

***

Most stable = #C